No. 1
A molecular structure, C61H49BF3N6OS3SbTa, computed with ωB97M-V/def2-TZVPD.

Properties
HOMO energy, eV: -15.56
Charge: +3
Gap between HOMO and LUMO, eV: 6.1828
LUMO, eV: -9.381
DFT total energy, hartree: -4573.2310
Spin multiplicity: 1
Energy above the lowest of the compared OMol25 structures with the same formula, charge and spin, kcal per mole: 0.00

XYZ file:
```
126
Properties=species:S:1:pos:R:3:forces:R:3:mulliken_charge:R:1
Ta 0.08775 -0.01651 0.10234 -0.4 -0.1 -0.8 -1.209
C 0.15994 -5.37428 -0.15185 0.0 0.0 0.0 -1.425
C -0.50003 -4.04809 -0.28863 0.0 0.1 -0.1 0.804
C -1.74349 -3.76265 -0.84515 0.0 0.0 0.1 -1.408
C -1.95111 -2.40735 -0.68783 0.0 0.0 -0.1 -0.284
N -0.84155 -1.86118 -0.09802 0.1 0.0 0.2 0.456
N 0.03126 -2.90708 0.15619 0.1 -0.1 0.1 0.503
B 1.39756 -2.66990 0.84767 -0.1 0.0 0.0 -0.813
N 1.14849 -1.91711 2.15622 0.0 0.0 0.0 0.381
N 0.49076 -0.69702 2.17198 0.0 0.0 0.0 0.375
C 0.34929 -0.37191 3.48755 0.0 0.0 0.1 -0.945
C 0.89013 -1.37012 4.27585 0.0 0.0 0.0 -1.414
C 1.38988 -2.33060 3.40869 0.0 0.0 0.0 0.900
C 2.08910 -3.60195 3.73631 0.0 0.0 0.0 -1.543
C -0.26278 0.85654 4.00385 0.0 0.0 0.0 0.518
C -1.13975 0.75675 5.08316 0.0 0.0 0.0 -0.655
C -1.67742 1.90009 5.64994 0.0 0.0 0.0 -0.950
C -1.33158 3.14986 5.15375 0.0 0.0 0.0 -0.650
C -0.43856 3.25580 4.09707 0.0 0.0 0.1 -0.523
C 0.09676 2.11158 3.52280 0.0 0.0 0.0 0.379
N 2.28043 -1.78144 -0.06579 0.1 0.1 0.2 0.838
N 2.10039 -0.40320 -0.14391 0.1 0.0 0.0 0.686
C 3.19610 0.10178 -0.79059 0.0 -0.1 0.0 -0.349
C 4.02680 -0.94255 -1.13662 0.0 0.0 0.0 -1.110
C 3.43275 -2.10454 -0.66069 0.0 0.0 -0.1 0.540
C 3.95932 -3.49338 -0.71581 0.0 0.0 0.0 -1.571
C 3.46882 1.52055 -0.96875 0.0 0.1 0.0 -0.060
C 3.05017 2.46991 -0.03992 0.0 0.0 0.1 0.279
C 3.40533 3.80011 -0.20854 0.0 0.0 0.0 -0.643
C 4.17252 4.18587 -1.29842 0.0 0.0 0.0 -0.703
C 4.60382 3.23901 -2.21923 0.0 0.0 0.0 -1.137
C 4.25997 1.91155 -2.05031 0.0 0.0 0.0 -0.103
C -3.21507 -1.71163 -0.88632 -0.1 0.1 -0.1 -0.154
C -4.12836 -2.19371 -1.82264 0.0 0.0 0.0 -0.435
C -5.41917 -1.69605 -1.85126 0.0 0.0 0.0 -1.196
C -5.82244 -0.74195 -0.92574 0.0 0.0 0.0 -0.672
C -4.92049 -0.26547 0.01572 -0.1 0.1 0.0 -0.615
C -3.61873 -0.73474 0.01864 0.1 0.0 0.1 1.934
H -0.46993 -6.14020 -0.59661 0.0 0.0 0.0 0.476
H 0.31839 -5.62484 0.89686 0.0 0.0 0.0 0.263
H 1.12765 -5.39209 -0.65220 0.0 0.0 0.0 0.235
H -2.44787 -4.48351 -1.22168 0.0 0.0 0.0 0.753
H 1.92968 -3.70820 1.03813 0.0 0.0 0.0 0.031
H 0.95156 -1.37426 5.35022 0.0 0.0 0.0 0.688
H 2.22833 -3.67318 4.81167 0.0 0.0 0.0 0.458
H 3.06698 -3.64975 3.25843 0.0 0.0 0.0 0.320
H 1.50805 -4.46510 3.41051 0.0 0.0 0.0 0.294
H -1.40811 -0.21867 5.46956 0.0 0.0 0.0 0.550
H -2.36010 1.81748 6.48484 0.0 0.0 0.0 0.442
H -1.73662 4.04387 5.60821 0.0 0.0 0.0 0.480
H -0.14205 4.23431 3.74631 0.0 0.0 0.1 0.515
H 0.86212 2.18189 2.75560 0.0 0.0 0.0 1.006
H 4.98927 -0.87273 -1.61212 0.0 0.0 0.0 0.752
H 4.76803 -3.54718 -1.44065 0.0 0.0 0.0 0.519
H 3.18516 -4.20331 -1.00050 0.0 0.0 0.0 0.211
H 4.35509 -3.79271 0.25592 0.0 0.0 0.0 0.295
H 2.52768 2.15531 0.86286 0.0 0.0 0.0 0.868
H 3.11562 4.54292 0.51725 0.0 0.0 0.1 0.407
H 4.45867 5.22282 -1.41406 0.0 0.0 0.0 0.496
H 5.21413 3.53581 -3.06116 0.0 0.0 0.0 0.461
H 4.58619 1.17763 -2.77460 0.0 0.0 0.0 0.413
H -3.83219 -2.95737 -2.52946 0.0 0.0 0.0 0.523
H -6.12292 -2.07433 -2.58029 0.0 0.0 0.0 0.468
H -6.84754 -0.39643 -0.91616 0.0 0.0 0.0 0.514
H -5.25098 0.41744 0.78793 0.0 0.1 0.0 0.472
H -2.95100 -0.43887 0.82151 0.0 0.0 -0.1 -0.708
F -4.92241 4.42552 -4.29111 0.0 0.0 0.0 -0.344
C -4.18126 4.00808 -3.27119 0.0 0.0 0.0 0.008
C -4.79285 3.32823 -2.23251 0.0 0.0 0.0 -0.957
C -4.00766 2.89247 -1.17736 0.0 0.0 0.0 -0.340
C -2.63405 3.11990 -1.17454 0.0 0.0 0.1 0.919
C -2.04984 3.83580 -2.21914 0.1 0.0 0.0 -1.003
C -2.82348 4.28478 -3.27486 0.0 0.0 0.0 -0.723
Sb -1.49473 2.56867 0.51160 0.1 -0.1 0.3 1.579
C -2.98418 2.37178 1.99297 -0.1 0.0 -0.1 1.907
C -3.21473 1.19213 2.68935 0.0 0.0 0.0 -0.943
C -4.27025 1.09144 3.58166 0.0 0.0 0.0 -0.306
C -5.07552 2.19824 3.77820 0.0 0.0 0.0 0.039
F -6.08272 2.11094 4.63922 0.0 0.0 0.0 -0.356
C -4.86119 3.39600 3.11502 0.0 0.0 0.0 -0.905
C -3.81281 3.47376 2.21561 0.0 0.0 0.0 -0.851
C -0.60290 4.45342 0.86939 0.0 0.0 -0.1 1.910
C -1.38836 5.55456 0.51657 0.0 0.0 0.0 -0.996
C -0.96754 6.84313 0.79826 0.0 0.0 0.0 -0.942
C 0.25134 7.01874 1.42945 0.0 0.0 0.0 -0.098
F 0.66443 8.24806 1.70430 0.0 0.0 0.0 -0.318
C 1.05596 5.94846 1.78157 0.0 0.0 0.0 -0.954
C 0.61921 4.66597 1.49502 0.1 0.0 0.0 -1.806
H -5.86239 3.16850 -2.25105 0.0 0.0 0.0 0.542
H -4.48420 2.39695 -0.34620 0.0 -0.1 0.1 0.443
H -0.99280 4.07015 -2.21336 0.0 0.0 0.0 0.861
H -2.39454 4.85003 -4.09033 0.0 0.0 0.0 0.603
H -2.56535 0.33208 2.57253 0.0 0.1 0.0 -0.068
H -4.46719 0.18256 4.13384 0.0 0.0 0.0 0.469
H -5.51116 4.23880 3.30584 0.0 0.0 0.0 0.524
H -3.65158 4.40777 1.69178 0.0 0.0 0.0 0.362
H -2.33447 5.42739 0.00669 0.0 0.0 0.0 0.414
H -1.56610 7.70451 0.53572 0.0 0.0 0.0 0.563
H 1.99937 6.13228 2.27886 0.0 0.0 0.0 0.631
H 1.24705 3.83718 1.78938 0.0 0.0 0.0 1.341
O -0.21809 0.36833 -1.62462 0.1 0.2 0.2 0.405
C -0.20581 0.34147 -3.25754 -0.1 0.0 0.1 3.418
C 0.88784 -0.63021 -3.54579 0.0 0.0 0.0 -0.009
C 0.91855 -1.96467 -3.22837 0.0 0.0 0.0 0.070
C 2.01185 -2.63780 -3.81869 0.0 0.0 0.0 -1.138
C 2.78523 -1.80013 -4.57205 0.0 0.0 0.0 -0.748
S 2.20421 -0.20408 -4.56451 0.0 0.0 0.0 -0.029
C -1.54983 -0.10908 -3.68634 -0.1 0.0 0.0 -0.851
C -2.71189 0.61748 -3.60133 0.0 0.0 0.0 0.700
C -3.78075 0.02169 -4.30007 0.0 0.0 0.0 -0.950
C -3.40868 -1.14171 -4.91419 0.0 0.0 0.0 -0.741
S -1.78003 -1.52991 -4.63583 0.0 0.0 0.0 -0.080
C 0.06414 1.74957 -3.67396 0.0 0.0 -0.1 -1.623
C -0.43271 2.34297 -4.80158 0.0 0.0 0.0 -0.745
C 0.11755 3.62991 -5.03178 0.0 0.0 0.0 -1.217
C 1.01244 3.98848 -4.07222 0.0 0.0 0.0 -0.495
S 1.22871 2.75762 -2.90691 -0.1 0.0 0.0 1.022
H 0.15663 -2.45362 -2.63375 0.0 0.0 0.0 0.661
H 2.19775 -3.69815 -3.73056 0.0 0.0 0.0 0.632
H 3.65583 -2.05352 -5.15656 0.0 0.0 0.0 0.511
H -2.78026 1.56371 -3.08437 0.0 -0.1 -0.1 -0.238
H -4.77354 0.44079 -4.36508 0.0 0.0 0.0 0.605
H -4.01604 -1.78804 -5.52869 0.0 0.0 0.0 0.531
H -1.15078 1.87008 -5.45497 0.0 0.0 0.0 0.671
H -0.13976 4.25489 -5.87407 0.0 0.0 0.0 0.629
H 1.56640 4.91032 -3.98890 0.0 0.0 0.0 0.574
```
Positions in Å, forces in eV/Å.

No. 2
A molecular structure, C6F20NO22S8Y, computed with ωB97M-V/def2-TZVPD.

Properties
HOMO energy, eV: 0.30
Charge: -4
Gap between HOMO and LUMO, eV: 7.5329
LUMO, eV: 7.833
DFT total energy, hartree: -7159.9691
Spin multiplicity: 1

XYZ file:
```
58
Properties=species:S:1:pos:R:3:forces:R:3:nbo_charge:R:1
Y -0.25592 0.01306 0.02752 2.9 1.5 -2.8 2.052
N -1.22110 -1.18527 1.53857 0.1 -4.2 6.0 -1.106
S -2.44651 -2.10793 1.78819 -7.0 -2.5 -5.5 2.367
O -3.41224 -1.59093 2.73284 1.2 -1.0 0.1 -0.883
O -2.33039 -3.58227 1.59567 0.1 3.6 1.0 -0.867
F -3.13861 -1.65239 0.37883 0.2 -0.5 0.7 -0.501
S -0.59952 -1.83693 3.08578 6.8 5.1 2.6 2.317
O -0.16634 -3.17796 3.20887 -1.3 -0.9 -0.2 -0.831
O -1.00109 -1.07667 4.27021 -0.5 -1.7 -2.3 -0.852
F 0.86660 -1.16417 2.79007 -1.4 -0.1 0.0 -0.485
C 3.90969 0.89632 2.51691 -0.5 -0.1 -4.3 0.756
F 3.35403 1.36365 3.54561 -0.6 1.4 3.6 -0.303
F 5.23830 1.10404 2.47932 0.3 0.9 0.3 -0.350
F 3.78146 -0.39757 2.50443 -0.4 -1.6 0.1 -0.306
S 2.94366 1.66995 1.00186 -1.1 -0.3 -3.2 2.299
O 3.80756 1.49445 -0.14023 1.0 -0.3 0.8 -0.975
O 1.74047 0.79746 0.84920 1.7 0.3 1.3 -1.036
O 2.57725 3.05709 1.19213 0.5 -0.4 1.6 -0.955
C 0.21721 2.33741 4.22079 2.2 -1.5 -2.1 0.748
F 0.60265 1.06557 4.51821 -1.3 0.2 -0.3 -0.337
F -0.25207 2.87780 5.29449 -1.6 0.8 1.6 -0.330
F 1.44245 2.91002 4.04669 -1.0 0.9 -0.8 -0.344
S -1.06098 2.50550 2.65942 -1.1 1.4 -1.5 2.300
O -0.95849 3.92937 2.23433 0.1 -2.6 1.6 -0.942
O -0.52817 1.60250 1.59983 -0.8 1.1 2.2 -1.016
O -2.39156 2.08741 3.16165 2.5 0.5 -0.1 -0.948
C 3.99997 -1.83658 -0.78107 -2.5 -0.2 1.2 0.734
F 3.66179 -0.92847 -1.66790 0.5 0.5 0.2 -0.286
F 4.81784 -2.69498 -1.38769 0.6 -0.5 0.1 -0.345
F 4.63657 -1.33179 0.31057 0.1 -0.1 -1.2 -0.340
S 2.34907 -2.69806 -0.18360 1.4 -2.7 -1.9 2.380
O 1.30430 -1.73751 -0.15252 -1.6 2.7 0.3 -1.031
O 2.10111 -3.65931 -1.24740 0.8 0.1 0.5 -0.989
O 2.64447 -3.23881 1.10977 0.7 -0.3 0.8 -1.000
C -4.29148 2.04980 -0.42821 1.9 0.2 -1.3 0.714
F -4.30191 0.94353 0.30793 -0.6 0.3 -0.1 -0.303
F -5.39572 2.13476 -1.19262 -0.5 -0.2 0.4 -0.346
F -4.24075 3.11436 0.35220 -0.6 0.3 0.8 -0.320
S -2.75815 2.10801 -1.56599 -0.2 0.4 -0.3 2.317
O -1.97759 1.03693 -0.90481 -0.8 1.0 -0.4 -1.036
O -3.30282 1.72607 -2.87632 0.8 0.7 1.6 -0.952
O -2.18686 3.45473 -1.39517 -1.1 -2.0 -0.4 -0.931
C -2.11483 -3.65428 -2.60855 0.6 0.8 0.6 0.711
F -2.19434 -4.34188 -3.75840 -0.7 0.0 -0.3 -0.344
F -3.34924 -3.43901 -2.09512 0.3 -0.3 -0.5 -0.338
F -1.45515 -4.45756 -1.77144 -0.1 0.3 0.3 -0.318
S -1.17955 -2.05167 -2.97037 3.5 -0.2 -0.2 2.332
O -1.96056 -1.41462 -4.01411 -0.3 -0.4 1.2 -0.954
O -1.00368 -1.33114 -1.66911 -1.5 -1.3 -1.5 -1.019
O 0.12221 -2.58755 -3.40085 -2.2 0.3 0.3 -0.943
C 0.01756 1.90236 -4.27879 0.0 -0.6 3.7 0.734
F 0.58521 2.52041 -5.25594 1.0 0.2 -2.6 -0.324
F -0.63180 2.89738 -3.61727 -0.9 -0.8 -0.4 -0.333
F -0.76815 0.87987 -4.68040 0.5 1.7 0.1 -0.296
S 1.31330 1.29577 -3.03220 3.8 -1.8 0.0 2.333
O 1.81512 0.04556 -3.58788 -1.1 0.8 -0.5 -0.975
O 2.39771 2.26795 -2.89496 -1.8 0.5 -0.8 -0.968
O 0.62805 1.08650 -1.76306 -0.9 0.5 -0.1 -1.037
```
Positions in Å, forces in eV/Å.

No. 3
A single C3H6N2S molecule, computed with ωB97M-V/def2-TZVPD.

Properties
HOMO energy, eV: -8.30
SMILES: S=C1CCNN1
Gap between HOMO and LUMO, eV: 8.9823
LUMO, eV: 0.678
DFT total energy, hartree: -625.5581
Spin multiplicity: 1
Energy above the lowest of the compared OMol25 structures with the same formula, charge and spin, kcal per mole: 40.11

XYZ file:
```
12
Properties=species:S:1:pos:R:3:forces:R:3:nbo_charge:R:1
S 1.53491 -2.33728 0.26128 0.5 0.1 -0.3 -0.141
C 0.67690 -0.94532 0.19487 -0.3 -1.7 -1.4 0.109
C -0.03850 -0.32281 -0.99218 -1.1 -1.1 0.4 -0.504
C -0.36927 1.04027 -0.41786 1.7 0.9 -0.2 -0.253
N -0.52476 0.77875 1.10148 -0.8 2.1 -2.5 -0.420
N 0.28807 -0.30393 1.28044 0.4 -0.4 0.1 -0.436
H 0.48915 -0.41275 -1.94820 0.1 0.3 0.5 0.255
H -0.97358 -0.92846 -1.09704 0.5 0.3 -0.1 0.227
H -1.12418 1.60914 -0.96068 -0.7 -0.3 0.8 0.222
H 0.54472 1.66159 -0.62760 -0.6 -0.3 0.9 0.195
H -1.46284 0.43137 1.21821 -0.5 0.1 0.1 0.342
H 0.95937 -0.27058 1.98728 0.8 0.1 1.7 0.403
```
Positions in Å, forces in eV/Å.